Entry 1:
Molecular formula: C46H68ErN2OP3Si
Method: DFT, wB97M-V/def2-TZVPD

Geometry as XYZ:
```
122
Properties=species:S:1:pos:R:3:forces:R:3:mulliken_spin:R:1
H -2.50545 -1.78595 -4.48434 -0.11 0.04 -0.05 0.00
O -2.49684 0.59774 -1.09272 0.05 -0.42 0.00 0.00
H -4.96737 -2.50722 -1.52049 0.11 -0.09 0.05 0.00
C -4.78387 0.93975 1.85847 0.17 -0.09 0.05 0.00
H 3.94759 0.75736 3.43971 0.05 -0.08 0.01 0.00
H 0.93670 -3.14307 -3.51244 -0.06 -0.12 -0.08 0.00
C -0.51885 -0.05953 -5.64286 -0.01 0.16 0.20 0.00
C 2.49135 3.73859 2.86311 0.01 0.12 -0.02 0.00
C 2.44665 1.11874 1.93765 -0.18 -0.17 -0.13 0.00
C 0.99900 -3.67447 -1.01990 -0.12 0.25 0.10 0.00
H 2.97540 -3.84211 2.94287 0.03 -0.07 0.09 0.00
H 3.89043 -1.15742 -4.50257 0.06 -0.08 -0.01 0.00
H 3.79778 1.48753 -0.48294 -0.02 0.09 0.01 0.00
H -4.28178 2.89391 3.86632 -0.04 0.08 0.01 0.00
H 4.66747 0.40619 -1.57365 0.09 -0.01 -0.08 0.00
P 2.39748 -0.57839 1.23898 0.91 -0.17 0.75 0.00
H 1.89283 3.88190 -0.67795 -0.01 0.12 0.09 0.00
C -1.03539 2.89056 0.24977 0.16 -0.50 -0.02 0.00
C 0.35780 -5.89401 -1.64694 0.01 -0.04 0.01 0.00
H 3.17081 -3.31546 1.27211 0.04 -0.14 -0.10 0.00
H -3.25138 -4.08937 -1.92675 -0.05 0.08 0.16 0.00
Er -0.70721 -1.10979 0.20225 -0.79 -0.08 -0.92 3.03
H 1.80986 -2.96396 -0.84591 0.01 -0.07 -0.01 0.00
H -0.40052 4.17256 -1.33799 -0.04 0.05 -0.04 0.00
H -4.04779 -1.80178 1.31440 0.01 -0.02 0.05 0.00
C 1.46191 2.04371 -3.99677 -0.05 0.18 -0.14 0.00
C 1.95872 -1.40791 3.88803 0.08 0.12 -0.12 0.00
H -1.87612 0.78892 5.37010 -0.12 0.03 0.12 0.00
C -2.79113 -3.96211 -0.93675 0.32 -0.07 -0.05 0.00
H -4.32625 -0.97534 -0.90440 0.02 -0.05 -0.05 0.00
H -2.09642 5.88752 -0.96134 -0.02 0.05 -0.06 0.00
H -3.22318 -3.33407 1.59359 -0.07 0.04 -0.03 0.00
C 1.64168 -2.59291 -4.12936 -0.10 0.03 0.20 0.00
H -3.52170 -1.77164 -2.25556 -0.05 0.04 -0.08 0.00
H -1.44435 -2.21651 -3.12701 -0.09 -0.15 -0.03 0.00
H 0.96100 4.10692 1.42490 -0.06 0.12 0.00 0.00
H 2.60632 -0.33917 -5.37190 -0.06 0.07 -0.13 0.00
C -3.85098 -2.78826 0.89211 0.01 -0.07 0.23 0.00
H 2.19621 -0.45455 4.35255 -0.03 0.08 0.07 0.00
H 1.22337 -2.44801 -5.12166 -0.07 -0.01 -0.13 0.00
H -1.59104 0.29905 -3.83294 0.10 -0.06 -0.03 0.00
C 3.01020 -0.52537 -4.38036 -0.07 0.05 0.24 0.00
H 1.56957 -3.30460 2.02008 0.02 -0.05 -0.02 0.00
C 1.35016 -4.96138 -1.39659 0.16 0.02 0.02 0.00
H -1.17674 -0.47580 4.36719 0.03 -0.04 0.13 0.00
H -2.66482 1.37938 -0.54157 0.20 0.02 -0.08 0.00
C -2.01222 2.72288 1.24769 -0.26 -0.21 -0.05 0.00
H 0.91230 -1.39602 3.58708 -0.02 -0.03 0.12 0.00
C -3.00315 4.85159 0.68107 -0.02 0.11 -0.05 0.00
C 5.29007 -0.16590 1.04908 -0.20 -0.16 0.04 0.00
H -2.18262 0.94026 -1.93979 0.03 0.03 0.12 0.00
C 2.00187 3.31595 -3.98704 0.00 0.00 -0.15 0.00
C 1.59371 2.06827 1.35980 -0.37 -0.35 -0.32 -0.01
C 3.30256 1.48783 2.97258 0.01 -0.03 0.06 0.00
H -1.87603 3.22564 4.52485 -0.16 0.04 0.07 0.00
H 1.37344 1.52969 -4.93684 0.05 -0.06 -0.12 0.00
H -3.63372 -0.05827 3.36131 -0.02 0.12 -0.07 0.00
H 2.53777 -3.20490 -4.23732 0.06 -0.02 0.01 0.00
H -1.34247 -0.38614 -6.27709 -0.08 -0.03 -0.07 0.00
H -0.69143 3.68187 3.30195 0.00 0.08 0.01 0.00
H 2.08235 -2.19123 4.63387 -0.03 -0.09 0.08 0.00
H -3.57167 1.75956 4.99967 0.01 0.02 0.06 0.00
H 3.33340 0.41856 -3.95010 0.07 0.04 -0.03 0.00
C 3.32732 2.79329 3.43100 0.09 -0.03 0.12 0.00
H -4.81321 -3.31206 0.78342 0.05 0.01 -0.10 0.00
H 3.99420 3.07222 4.23467 0.04 -0.01 0.06 0.00
H -0.15461 3.10277 4.87503 0.07 0.02 0.08 0.00
C 4.02580 -0.52346 0.27695 -0.38 -0.14 -0.22 0.00
H -0.14062 0.53955 5.36737 0.11 0.03 0.09 0.00
N -3.15744 -2.63773 -0.38868 0.16 0.11 0.03 0.00
C -0.83945 -0.42127 -4.19424 0.14 -0.05 0.48 0.00
H -4.38926 0.47820 0.95342 -0.07 -0.08 -0.13 0.00
H 2.29904 3.78380 -4.91452 0.06 0.02 -0.08 0.00
H -3.69819 3.60364 2.24146 -0.12 -0.05 0.07 0.00
H -5.10956 1.94433 1.60441 -0.04 0.13 -0.08 0.00
C 2.85085 -1.69186 2.68404 -0.27 0.08 -0.21 0.00
C -1.29837 -4.22850 -1.08810 -0.12 0.37 0.14 0.00
H 5.51502 -0.87811 1.83823 0.06 -0.03 0.11 0.00
C -1.09420 -2.05159 2.33035 -0.19 -0.60 0.83 0.00
C -1.11613 4.03161 -0.54099 0.12 0.21 -0.17 0.00
C 1.63237 3.37025 1.84485 0.04 0.19 -0.03 0.00
H 0.37910 -0.55947 -5.99103 0.15 -0.07 -0.08 0.00
C 1.03978 1.42606 -2.82181 -0.25 -0.29 0.03 0.00
H 6.13427 -0.15773 0.36074 0.08 -0.01 -0.08 0.00
H 4.13757 -1.53413 -0.13823 -0.04 0.06 0.01 0.00
C 3.84110 0.46919 -0.86665 -0.06 -0.23 0.01 0.00
H -1.74857 -6.24588 -1.66973 -0.05 -0.04 0.00 0.00
C 1.13280 2.11905 -1.60708 -0.30 -0.40 0.29 0.00
H 3.90154 -1.56320 2.96745 -0.11 0.09 -0.14 0.00
H -3.20781 -4.75037 -0.29661 -0.06 0.13 -0.08 0.00
C 2.18072 3.97014 -2.78126 0.03 0.06 0.04 0.00
H 2.63616 4.95077 -2.75298 0.04 0.05 0.01 0.00
C -0.86479 1.53367 3.59720 0.09 -0.16 -0.22 0.00
N -1.45208 -2.54091 3.32277 0.17 0.18 -0.48 0.00
H 2.53177 -1.49800 -2.55202 -0.06 0.04 -0.07 0.00
C -1.47241 -1.81588 -4.14116 -0.07 0.06 0.19 0.00
H 2.50452 4.75884 3.21987 -0.01 0.08 0.05 0.00
P 0.47995 -0.33893 -2.81993 0.10 0.26 -0.64 0.00
H 5.20616 0.82842 1.48076 0.06 0.07 0.02 0.00
C -4.04398 -1.94255 -1.31753 -0.13 0.19 -0.04 0.00
C -0.96350 -5.51950 -1.48825 0.00 0.00 -0.03 0.00
C -0.90912 2.97465 4.09914 0.07 -0.13 -0.22 0.00
C -3.72881 0.96672 2.96865 0.34 -0.30 -0.29 0.00
H 2.91087 0.27915 -1.39785 0.11 0.08 -0.06 0.00
C -2.97373 3.70808 1.45530 0.01 0.10 0.07 0.00
H 0.12496 1.36591 3.15167 -0.17 0.03 0.13 0.00
Si 0.30400 1.49364 0.03603 0.60 1.34 -0.29 -0.01
H 0.61094 -6.90198 -1.94900 0.00 -0.02 -0.01 0.00
C 1.74770 3.36667 -1.61609 0.23 0.14 0.03 0.00
C 2.63198 -3.12562 2.19911 0.04 0.11 -0.04 0.00
H -0.40748 1.01096 -5.78511 0.06 0.08 -0.04 0.00
H -0.93904 -2.50470 -4.78650 0.06 -0.12 -0.04 0.00
C 2.01070 -1.25687 -3.48829 -0.10 -0.04 0.30 0.00
C -4.21027 1.84197 4.12659 0.23 -0.05 -0.04 0.00
C -1.02997 0.53516 4.74058 -0.02 -0.13 -0.21 0.00
P -2.01940 1.13587 2.16464 -0.17 0.32 0.92 0.01
C -0.33020 -3.23210 -0.85137 0.24 -0.40 0.03 -0.01
H -3.74250 5.61590 0.87217 -0.08 0.04 0.00 0.00
H 2.39249 -5.23853 -1.49773 0.05 0.00 -0.01 0.00
H -5.20792 1.51069 4.41460 -0.10 -0.04 0.04 0.00
H -5.65806 0.37462 2.17569 -0.11 -0.05 0.02 0.00
C -2.07830 5.00534 -0.33670 -0.05 0.09 0.02 0.00
```
Positions in Å, forces in eV/Å.

* 2S+1: 4
* E_LUMO (alpha / beta): 0.389 / 0.393 eV
* gap between HOMO and LUMO (alpha / beta): 0.2748 / 0.2738 Eh
* largest force on an atom: 1.50 eV/A

***

Entry 2:
Molecular formula: C46H69B2N21O9S
Method: DFT, wB97M-V/def2-TZVPD

Geometry as XYZ:
```
148
Properties=species:S:1:pos:R:3:forces:R:3:lowdin_charge:R:1
C 1.11435 -0.31416 4.05710 -0.16 -1.40 0.21 0.00
H -5.35312 -6.80712 4.71730 -0.08 0.00 -0.14 0.08
C -6.22255 -7.18432 4.17592 0.09 0.18 -0.94 -0.06
H 2.16804 2.04896 -1.14813 -0.10 0.10 0.01 0.08
O 2.15090 -2.82507 2.99395 0.01 2.16 -2.77 -0.02
C 5.43664 -3.52715 4.39686 1.83 1.31 2.73 -0.36
H -2.11400 1.64905 -9.26299 -0.10 -0.14 0.02 0.07
C 10.27789 -1.30061 3.67530 -0.93 -1.78 -3.09 -0.24
H -5.84203 0.60233 3.91031 -0.03 0.00 -0.14 0.08
C -4.01241 4.67919 1.75095 0.00 3.74 0.08 -0.24
H -7.71466 3.55517 -5.94567 -0.05 -0.06 0.13 0.08
H 11.47257 -1.04844 5.42789 -0.10 -0.01 -0.12 0.08
C 2.17012 -1.91736 1.84918 -0.34 0.73 -2.23 -0.34
C -8.19279 -2.46769 -2.65173 0.39 0.40 0.75 -0.07
C -3.09820 -0.22119 1.41822 1.95 0.92 2.82 -0.20
H 11.63698 -0.44025 1.18339 0.00 0.01 -0.16 0.04
H -0.62755 7.11365 -8.19120 0.00 -0.05 0.15 0.08
H -2.16908 5.09124 -4.71207 -0.04 -0.25 0.06 0.02
C -6.56442 0.51016 1.90122 0.27 0.89 -3.60 -0.22
H -0.75633 2.00553 4.21223 1.25 0.34 -0.21 0.09
C -3.91866 -0.56808 0.20968 0.88 0.08 0.68 -0.09
C -2.67226 -0.14416 -10.28278 -0.66 -1.87 -3.12 -0.26
O 0.42956 0.98996 1.74357 -0.79 -0.72 2.00 0.06
C 3.48994 0.50122 4.42048 -0.36 -0.11 0.25 -0.12
C -8.66614 2.55837 -4.31282 -2.86 -0.43 2.35 -0.25
N 5.50413 1.58632 1.85732 5.13 -0.23 3.59 0.02
O 2.17569 -2.31519 6.54925 1.79 -0.50 -1.45 0.08
C -0.80307 6.75395 -6.09310 -1.15 1.08 3.36 -0.23
O 0.19586 2.15319 3.95057 -0.61 -2.37 -1.14 0.03
H 10.41803 1.78508 -4.59256 -0.09 0.12 0.02 0.07
O 5.95875 -2.99895 5.41734 -2.53 -1.81 -4.05 0.04
C -7.66556 -3.90570 1.65089 0.08 0.40 0.85 -0.12
N 2.54849 -4.50542 5.37840 1.19 2.71 -0.64 0.17
C -2.41312 4.05420 -4.47262 -0.29 -0.58 -0.81 -0.07
H -0.73684 5.39687 -7.74126 0.00 0.09 0.11 0.07
H 9.20068 2.31004 -3.40919 0.13 0.05 -0.07 0.05
H -4.94017 2.80901 1.29439 0.08 0.09 0.03 0.05
C -0.88161 -1.10678 7.80039 -0.46 0.44 -0.73 -0.06
C -6.97754 -6.48976 -2.98524 -0.58 0.44 0.64 -0.06
H 6.38869 -4.99618 3.53308 -0.94 -0.18 0.75 0.13
N -7.04722 -2.70015 3.97956 -1.19 -2.74 -4.17 0.11
C -0.31744 6.36481 -7.46016 -0.29 0.25 0.88 -0.06
N 0.44274 4.30090 -2.69831 2.27 -2.61 3.63 0.11
H 0.92314 2.58605 0.00153 0.10 0.02 -0.07 0.05
H -6.30559 -8.26020 4.33983 0.01 0.11 -0.11 0.08
C -6.07233 -6.90138 2.70836 0.41 0.69 -3.64 -0.23
H -4.67507 -1.30789 0.47331 0.07 0.20 -0.02 0.03
H -4.41358 0.32610 -0.16980 0.05 -0.16 0.15 0.05
H 3.65602 1.30697 3.61254 0.11 -1.33 1.24 0.13
C 6.24601 3.87331 -2.57033 0.52 0.21 0.82 -0.05
N -9.58346 2.42066 -3.56188 3.87 0.55 -3.19 0.10
C -7.86177 -5.80158 -1.98520 -2.16 1.61 2.56 -0.21
N -8.56323 -5.25490 -1.18979 2.96 -2.38 -3.36 0.14
C -7.36988 -2.13066 -1.44016 2.07 0.84 2.97 -0.19
H 5.73805 4.76391 -2.94444 0.12 -0.06 0.08 0.08
H -6.56109 0.70335 -9.96316 0.01 -0.09 0.13 0.08
O 5.66803 -4.95338 4.21779 0.30 2.60 -1.03 0.00
C 6.42814 1.22168 2.89967 -1.08 2.07 -2.31 -0.51
H 5.07528 -1.92745 2.74377 -0.55 -1.07 1.27 0.12
B 0.58439 0.96337 3.17761 -1.00 1.46 0.03 -0.51
O 2.83821 -0.68734 2.26920 -1.96 -2.74 0.14 0.01
H 5.49942 3.12751 -2.29072 0.13 0.08 0.11 0.08
C -7.51172 2.73171 -5.25843 -0.75 -0.13 0.58 -0.07
H 0.93827 -0.13592 5.19129 0.55 -0.22 -2.00 0.11
H -8.95394 -3.20369 -2.39000 0.17 0.13 0.09 0.04
H -7.55306 -6.74221 -3.87774 0.00 0.06 0.14 0.08
H -6.15337 -5.83170 -3.26672 -0.11 -0.02 0.10 0.08
H 10.87604 0.46707 4.71441 -0.07 -0.13 -0.05 0.08
H -0.43966 0.57244 1.48590 1.21 0.52 0.46 0.08
H 12.86174 -0.97191 0.00942 -0.10 0.12 -0.02 0.08
H -6.75662 -4.09871 1.07998 -0.13 0.05 0.13 0.05
C 9.92479 2.65225 -4.15039 -0.48 0.57 -0.74 -0.10
H 2.82645 -1.62276 6.80643 -0.93 -0.43 -0.38 0.10
N -4.01954 5.87234 1.77723 0.02 -5.05 -0.11 0.10
N -2.08773 0.29268 5.83746 2.31 -2.53 3.66 0.13
C -6.71173 0.22266 3.36982 0.13 0.26 -1.03 -0.06
H 4.94963 0.90695 6.05807 -0.20 -1.35 -1.44 0.10
H -3.20914 0.59039 -8.34857 0.12 0.06 -0.09 0.04
H 6.87893 3.46575 -3.36087 -0.02 0.10 0.10 0.05
H 10.67306 3.27341 -3.65559 -0.14 -0.07 -0.05 0.07
N 8.67086 4.07464 -6.06768 2.28 -2.65 3.60 0.10
H -0.14664 -0.47828 8.30659 -0.10 -0.02 -0.11 0.08
O 7.66230 1.94257 2.78952 -2.55 0.24 -1.91 -0.09
H -1.55889 3.59419 -3.97268 -0.06 0.09 -0.12 0.04
C 7.51669 2.78564 1.62709 -5.06 -3.10 0.72 -0.06
H -3.17230 2.82387 1.10485 -0.04 0.11 0.10 0.07
H -1.49484 0.15562 -8.52483 -0.11 0.00 -0.10 0.08
H -8.17340 -4.85252 1.84233 0.10 0.12 0.04 0.06
C -2.73559 3.30105 -5.73149 -0.83 -1.85 -3.03 -0.22
N -6.44717 0.74482 0.73450 -0.71 -0.70 5.25 0.11
N 7.74794 4.50878 -0.42646 -2.70 -0.81 -4.56 0.11
C 2.67248 -0.70331 3.73942 0.06 0.95 0.40 -0.31
N -5.95296 -6.67527 1.54271 -0.49 -1.00 4.92 0.12
C 12.36629 -0.10220 0.44445 -0.46 0.52 -0.64 -0.06
C -6.29361 -0.28754 -9.59159 -0.15 -0.05 0.98 -0.06
H -7.61021 0.70963 3.75396 0.08 0.00 -0.14 0.08
H 8.33784 3.47995 1.23169 -1.55 -1.43 0.90 0.10
H -5.23387 -0.46592 -9.78451 -0.15 -0.02 0.03 0.04
N -2.99203 2.70168 -6.73244 1.09 2.55 4.17 0.11
C -1.55376 -0.32653 6.70676 -1.68 1.93 -2.71 -0.23
C -6.56651 -0.37237 -8.11670 -0.70 -0.20 3.65 -0.23
H 2.39734 3.55310 -0.22872 -0.10 -0.01 -0.09 0.08
C 3.10534 -2.22718 3.96698 -0.92 -0.57 -0.47 -0.19
H -6.60168 2.95242 -4.69767 -0.14 -0.03 0.00 0.07
H -6.57072 -7.40533 -2.55234 -0.08 0.14 0.04 0.08
H -7.36208 1.81585 -5.83399 -0.05 0.04 0.13 0.03
C -4.00345 3.17707 1.71796 -0.06 1.04 0.00 -0.09
C 0.98258 3.69201 -1.82482 -1.62 1.88 -2.72 -0.22
B 2.60791 -2.99943 5.35013 -0.26 -1.24 1.27 -0.42
C -7.32130 -3.23678 2.94871 0.83 1.49 3.10 -0.20
H 13.11257 0.52197 0.93964 -0.09 0.01 -0.14 0.08
C 10.62066 -0.56955 4.94183 -0.21 -0.48 -0.79 -0.06
O 1.73339 -2.09297 0.68674 1.97 0.29 5.71 0.12
H -3.89138 2.78367 2.72996 0.04 0.08 -0.10 0.07
H 4.26158 -3.55688 2.51633 0.17 1.44 1.49 0.15
H 4.63176 -0.88755 5.84839 0.83 1.36 -1.53 0.08
H -0.37571 -1.97732 7.37847 -0.02 0.14 -0.03 0.07
S 6.38363 0.01655 4.28131 0.28 0.18 -1.00 0.91
H 2.90196 -4.90619 4.49126 -0.34 0.04 0.99 0.08
C 1.66182 2.92068 -0.72954 -0.48 0.54 -0.70 -0.06
H 0.77182 6.29532 -7.46115 -0.13 0.02 0.08 0.08
H -7.12020 -6.69493 4.55827 0.10 -0.01 -0.11 0.08
N -1.18885 7.06319 -5.00668 1.65 -1.22 -4.69 0.12
C 9.22598 3.44472 -5.21902 -1.70 1.97 -2.69 -0.26
H -3.27509 -0.97900 -0.57136 0.10 0.00 0.20 0.08
N -2.45047 0.07005 2.37938 -2.57 -1.18 -4.03 0.15
H -7.55156 -2.88094 -3.43260 0.01 0.08 0.12 0.08
C 4.80357 0.08902 5.24360 -1.43 1.84 0.84 -0.42
N -2.92697 -0.74383 -11.28340 0.98 2.51 4.22 0.10
C 4.51609 -2.74854 3.31169 0.46 -1.14 0.28 0.01
H -8.32290 -3.26128 1.06575 0.13 -0.03 0.15 0.05
N 6.18054 2.53444 1.12149 4.31 0.87 1.42 -0.02
C 7.08421 4.22751 -1.37611 2.08 0.93 2.95 -0.20
H 3.06052 -4.86983 6.19703 -0.73 -0.01 -0.61 0.10
C -2.35192 0.61155 -9.02355 -0.23 -0.55 -0.90 -0.09
N -6.71464 -1.86291 -0.47789 -2.86 -1.42 -4.32 0.14
H 9.76682 -0.58526 5.62170 0.03 -0.03 -0.16 0.07
C 11.67377 0.68438 -0.63078 -1.70 1.96 -2.64 -0.22
H 2.76938 0.99341 5.18870 1.28 -0.91 -1.29 0.13
H -8.68185 -1.56863 -3.03200 0.16 0.00 0.09 0.08
H -6.88299 -1.03746 -10.12201 0.06 0.06 0.13 0.08
H -6.79163 -0.85751 3.53705 0.09 0.57 -0.12 -0.01
N 11.12367 1.31147 -1.48336 2.32 -2.64 3.58 0.13
H 0.38864 -1.18688 3.79161 1.28 1.27 0.26 0.15
H -1.62398 -1.44262 8.52672 0.02 0.10 -0.12 0.08
H -3.27179 4.03698 -3.79850 0.03 -0.06 -0.14 0.08
N 9.99985 -1.87976 2.66930 1.21 2.46 4.21 0.11
N -6.78312 -0.43976 -6.94477 0.92 0.30 -4.93 0.10
```
Positions in Å, forces in eV/Å.

* E_LUMO: -0.013 eV
* gap between HOMO and LUMO: 0.3299 Eh
* largest force on an atom: 6.27 eV/A

***

Question: Which formula does entry 1 have?
Answer: C46H68ErN2OP3Si

***

Question: Which value of largest force on an atom does entry 1 give?
Answer: 1.50 eV/A

***

Question: Look up the largest force on an atom of the second one.
Answer: 6.27 eV/A

***

Question: The lowest largest force on an atom belongs to which entry?
Answer: C46H68ErN2OP3Si